Record 1
15
Properties=species:S:1:pos:R:3:forces:R:3 method="wB97M-V/def2-TZVPD" largest_force_ev_per_a=1.07 smiles=C[C@H]1[C@@H](C#N)N1C charge=0 homo_energy_ev=-9.8065 de_lowest_kcal_mol=39.6 lumo_ha=0.033
H -0.252 1.476 -2.195 0.0 -0.1 0.1
H -0.041 -0.199 -2.745 0.0 0.1 0.1
C -0.492 0.822 1.815 -0.1 0.1 0.1
H -0.619 -1.679 0.764 0.2 0.2 0.0
H -1.626 -0.049 -0.670 0.2 0.0 0.1
H -0.874 1.839 1.702 0.0 -0.1 -0.1
H -1.294 0.168 2.186 0.0 0.1 -0.1
N 2.476 -2.038 -0.006 -1.0 0.3 -0.1
C 0.090 -1.025 0.248 0.1 -0.2 0.1
C 1.401 -1.614 0.056 0.9 -0.4 -0.1
H 1.208 0.578 -1.742 -0.1 0.0 -0.1
N 0.119 0.376 0.583 0.1 0.1 0.0
C -0.533 0.009 -0.645 -0.1 0.1 -0.1
H 0.307 0.846 2.562 -0.2 0.0 0.0
C 0.132 0.490 -1.912 0.0 0.0 0.0

---

Record 2
15
Properties=species:S:1:pos:R:3:forces:R:3 method="wB97M-V/def2-TZVPD" largest_force_ev_per_a=0.53 charge=0 homo_energy_ev=-7.1485 de_lowest_kcal_mol=84.5 lumo_ha=0.019
H -0.778 2.501 0.510 -0.1 -0.2 -0.2
H -1.955 -1.869 -0.002 0.1 0.2 -0.1
H 2.905 -0.092 0.383 -0.1 -0.1 0.1
H -1.386 -1.659 -1.544 0.1 -0.1 0.0
H 0.448 1.977 -0.612 -0.3 -0.3 0.0
C -0.342 0.398 0.743 -0.1 0.1 0.1
C 1.832 -0.067 0.527 0.2 0.1 0.3
H -1.207 0.366 1.417 0.3 -0.1 0.0
C 1.041 0.743 1.277 0.3 -0.4 -0.1
H 1.456 -1.833 -0.729 0.0 0.1 0.0
N 1.075 -1.038 -0.227 -0.3 0.0 -0.1
H -1.257 1.552 -0.934 -0.2 0.0 0.0
N -1.123 -1.796 -0.575 -0.1 0.3 0.1
C -0.503 1.679 -0.156 -0.3 0.0 -0.2
C -0.205 -0.862 -0.079 0.4 0.3 -0.1